a:
2 unconnected molecules or ions with the total composition C4H12NO2, computed with wB97M-V/def2-TZVPD.

Each line ends with the Mulliken charge.
Positions of all 19 atoms, in Å:
H 1.00 0.87 3.16  0.20
H -0.99 -3.44 -2.17  0.25
H -1.38 -2.40 -1.04  0.43
H 1.70 0.15 1.87  0.27
C -0.15 0.85 1.47  -0.53
O -1.30 -0.83 -1.04  -0.90
H -0.93 1.35 2.07  0.40
H -0.51 -0.16 1.44  0.34
O -1.41 -3.39 -1.31  -0.74
N 1.16 0.94 2.16  -0.69
C -0.11 1.61 0.15  -0.59
H -1.14 1.91 -0.09  0.29
C 0.03 -0.67 -1.04  -0.39
H 0.61 -1.14 -0.19  0.14
H 0.64 -1.09 -1.88  0.27
H 0.31 1.23 -2.00  0.39
H 1.58 0.82 -0.89  0.29
C 0.49 0.83 -1.00  -0.80
H 0.40 2.56 0.33  0.39

Computed properties:
* charge: -1


b:
A molecular structure, C4H12NO2, computed with wB97M-V/def2-TZVPD.

Each line ends with the Mulliken charge.
Positions of all 19 atoms, in Å:
H -0.14 1.58 0.46  0.21
C 1.08 -0.07 0.34  0.27
N -2.43 -0.22 0.63  -0.67
H -3.82 1.27 1.23  0.24
H 3.33 0.05 -0.19  0.41
H -4.48 -0.13 0.14  0.22
H -2.37 -0.38 -1.50  0.17
C -3.57 0.55 0.35  -0.78
H -3.00 -1.79 -0.66  0.33
O 2.11 -0.70 -0.37  -0.74
H 0.07 -0.12 -0.43  0.02
O 4.35 0.36 0.02  -0.77
H -1.27 -1.51 -0.66  0.40
H -3.56 1.17 -0.62  0.18
H 0.61 1.59 -1.17  0.25
H 4.58 -0.35 0.65  0.26
C -2.23 -1.00 -0.55  -0.96
C 0.47 1.07 -0.20  -0.47
H 0.87 -0.41 1.37  0.42

Computed properties:
* charge: -1


c:
2 unconnected molecules or ions with the total composition C4H12NO2, computed with wB97M-V/def2-TZVPD.

Each line ends with the Mulliken charge.
Positions of all 19 atoms, in Å:
H -0.55 -1.50 -1.98  0.45
H 1.10 -0.02 -1.73  0.07
H 1.12 1.30 2.14  0.34
C -0.78 -0.56 0.02  0.38
C 1.65 0.19 -0.70  -0.22
H -0.57 1.23 1.32  0.16
H 0.97 -1.57 0.20  0.23
H -0.68 1.46 -0.36  0.29
O 0.93 0.66 2.94  -0.74
H -1.20 0.04 -1.94  0.44
H -2.19 -1.26 -1.47  0.43
H -1.34 -1.28 0.65  0.36
C -1.21 -0.89 -1.48  -1.68
H -2.26 1.20 0.48  0.34
N 0.68 -0.59 0.38  -0.43
H 1.06 -0.24 2.39  0.41
C -1.20 0.87 0.44  -1.17
H 1.66 1.22 -0.37  0.14
O 2.83 -0.27 -0.93  -0.80

Computed properties:
* charge: -1


d:
2 unconnected molecules or ions with the total composition C4H12NO2, computed with wB97M-V/def2-TZVPD.

Each line ends with the Mulliken charge.
Positions of all 19 atoms, in Å:
C 0.99 -0.29 -0.23  0.17
H -0.69 -1.04 -1.68  0.40
H -0.68 1.80 2.36  0.37
H -1.72 -0.37 1.67  0.23
H -2.24 -1.18 -0.71  0.31
H -0.83 0.75 -0.39  0.24
N -0.80 -0.11 1.52  -0.58
H -0.35 -0.92 1.95  0.20
H 1.39 0.53 0.50  -0.10
C -0.46 -0.15 0.06  -0.13
C -1.06 -1.29 -0.71  -1.24
O 0.06 2.32 2.50  -0.73
H 0.65 1.82 1.87  0.29
O 1.49 -0.43 -2.75  -0.79
H -0.64 -2.32 -0.37  0.28
H 1.26 -1.37 -0.40  0.29
H 2.00 1.08 -1.60  0.33
C 1.24 0.24 -1.71  -0.77
H 0.39 0.93 -1.88  0.22

Computed properties:
* charge: -1


Quick ranking, most stable first: a, c, d, b.


a:
2 unconnected molecules or ions with the total composition C4H12NO2, computed with wB97M-V/def2-TZVPD.

Each line ends with the Mulliken charge.
Positions of all 19 atoms, in Å:
H -1.00 0.83 0.56  0.42
C -1.04 -1.25 0.77  -0.51
H -2.05 0.03 -0.63  0.38
H 0.02 -0.94 -1.81  0.33
O 1.05 0.51 2.57  -0.99
H 0.64 1.35 -2.80  0.29
O -0.76 -1.11 2.17  -0.68
H 1.69 -0.18 2.77  0.22
H -2.06 -1.59 0.88  0.32
H -0.31 -2.08 0.51  0.20
H 2.26 0.07 -0.90  0.27
C 0.18 -0.13 -1.12  0.21
H -1.00 1.61 -2.01  0.34
C 0.03 1.22 -1.85  -1.32
H 0.06 -0.29 2.18  0.34
N 1.47 -0.34 -0.41  -0.65
H 0.40 2.03 -1.18  0.33
H 1.48 0.30 0.39  0.29
C -1.06 -0.04 -0.10  -0.80

Computed properties:
* charge: -1


b:
A molecular structure, C4H12NO2, computed with wB97M-V/def2-TZVPD.

Each line ends with the Mulliken charge.
Positions of all 19 atoms, in Å:
C 0.79 1.62 0.49  -0.13
H -0.78 -2.39 -2.65  0.15
O -1.06 -2.35 -1.74  -1.05
O -1.43 0.06 -0.83  -0.56
H 2.59 0.90 -0.54  0.38
H -0.28 1.80 0.16  0.13
C -0.10 -0.79 1.13  -0.56
H 1.22 0.00 -1.00  0.21
H -1.64 0.67 1.08  0.43
C -1.43 -0.29 0.54  -0.89
H 0.08 -1.64 0.38  0.34
H 1.24 2.55 0.78  0.48
C 1.55 1.06 -0.71  -1.26
H 1.03 -0.45 1.34  0.36
H -1.32 -0.86 -1.35  0.44
N 0.80 0.77 1.67  -0.62
H 1.37 1.61 -1.55  0.42
H -0.36 -1.23 2.17  0.34
H -2.26 -1.02 0.64  0.40

Computed properties:
* charge: -1


Quick ranking, most stable first: a, b.


a:
C6H10O2 in the gas phase, computed with wB97M-V/def2-TZVPD.

Each line ends with the Mulliken charge.
Positions of all 18 atoms, in Å:
C 0.47 -0.81 0.99  -0.40
H -3.25 1.61 -1.40  0.34
C -2.24 1.96 -1.26  -1.19
H 0.43 1.47 -1.63  0.25
C 1.38 -1.83 1.63  0.29
H 1.94 0.28 -0.20  0.36
H 3.03 -2.78 1.22  0.34
O 1.20 -2.37 2.68  -0.58
H -0.53 -1.26 0.98  0.28
H 0.23 -0.10 1.80  0.35
H -1.82 2.29 -2.22  0.31
H 1.19 -1.00 -0.97  0.29
C 0.95 -0.17 -0.30  -0.33
C -1.32 0.92 -0.68  -0.04
C -0.02 0.81 -0.88  -0.29
O 2.47 -2.07 0.88  -0.43
H -2.29 2.84 -0.62  0.26
H -1.83 0.22 -0.03  0.19

Computed properties:
* charge: 0


b:
2 unconnected molecules or ions with the total composition C6H10O2, computed with wB97M-V/def2-TZVPD.

Each line ends with the Mulliken charge.
Positions of all 18 atoms, in Å:
O 0.79 -1.61 1.61  -0.62
H 3.17 -1.29 -1.32  0.28
C 1.64 0.17 -0.74  -0.26
H 1.77 -1.95 -0.33  0.18
H -2.31 -0.54 -0.42  0.41
H 2.04 1.17 -0.74  0.35
C -1.29 -0.87 -0.23  -1.20
O 1.25 -0.52 -1.83  -0.39
C -0.97 1.50 0.67  -1.48
H -1.98 1.57 1.09  0.40
H -0.78 -0.94 -1.21  0.25
H 1.02 0.35 2.06  0.33
H -0.30 2.10 1.28  0.38
C 2.18 -1.14 -0.93  -0.13
C 0.49 -0.42 1.47  -0.13
C -0.56 0.08 0.64  0.97
H -1.28 -1.86 0.20  0.32
H -1.02 1.92 -0.34  0.33

Computed properties:
* charge: 0


Quick ranking, most stable first: a, b.


a:
C6H10O2 in the gas phase, computed with wB97M-V/def2-TZVPD.

Each line ends with the Mulliken charge.
Positions of all 18 atoms, in Å:
H 1.56 -0.75 0.47  0.31
C -1.05 -2.00 0.08  -0.34
C 0.47 0.89 -0.43  0.56
C -1.10 0.26 -0.85  0.26
O -2.11 0.88 -0.65  -0.53
H -2.01 -0.98 1.41  0.34
C 0.27 1.69 0.85  -1.37
C 1.69 0.00 -0.32  -1.42
H -0.59 2.37 0.77  0.35
H 1.14 2.31 1.07  0.39
H 0.60 1.58 -1.28  0.30
H 2.58 0.58 -0.06  0.42
H -0.95 -3.08 -0.03  0.40
O -1.26 -1.60 1.38  -0.52
H 0.10 1.02 1.70  0.29
H -0.45 -1.51 -1.90  0.44
C -0.81 -1.15 -0.94  -0.23
H 1.90 -0.51 -1.27  0.35

Computed properties:
* charge: 0


b:
C6H10O2 in the gas phase, computed with wB97M-V/def2-TZVPD.

Each line ends with the Mulliken charge.
Positions of all 18 atoms, in Å:
O -0.85 -1.65 0.19  -0.41
C 0.03 -0.73 0.71  -0.42
H -1.80 0.10 -1.63  0.34
H 1.67 -1.63 -1.24  0.37
H -3.23 -0.67 -0.97  0.33
C 2.03 -0.77 -0.63  -0.26
H 0.47 -1.06 1.65  0.48
H 1.93 1.10 1.49  0.33
H -2.03 -0.37 1.43  0.41
O 3.20 -0.64 -0.36  -0.49
C 1.43 1.38 0.57  -1.56
H 2.15 1.90 -0.06  0.38
H 0.61 2.05 0.81  0.40
H -2.82 0.99 -0.47  0.30
C -1.65 -0.56 0.43  0.03
H 0.35 0.43 -1.05  0.09
C 0.91 0.14 -0.16  0.85
C -2.41 0.01 -0.72  -1.16

Computed properties:
* charge: 0


c:
C6H10O2 in the gas phase, computed with wB97M-V/def2-TZVPD.

Each line ends with the Mulliken charge.
Positions of all 18 atoms, in Å:
H 1.86 0.84 0.75  0.42
C -0.62 1.85 -0.24  -1.37
H 1.54 -1.50 1.08  0.33
H 2.82 -1.36 0.20  0.43
C -1.73 -1.10 -0.56  -0.03
H -0.52 2.11 0.95  0.28
H 1.25 -1.87 -0.62  0.29
C -1.87 -0.71 0.63  -0.59
H -2.67 -0.75 1.22  0.49
H 2.09 0.74 -0.94  0.33
C 1.74 -1.24 0.11  -1.20
H 0.09 2.50 -1.01  0.27
O -0.61 -0.12 1.14  -0.43
O -0.51 -0.56 -1.10  -0.45
H -2.62 -1.51 -1.19  0.27
C -0.08 0.43 -0.06  1.23
C 1.49 0.31 -0.04  -0.67
H -1.66 1.94 -0.33  0.39

Computed properties:
* charge: 0


Quick ranking, most stable first: a, b, c.